(1)
Below is 2 unconnected molecules or ions with the total composition C5H15N2 at a distorted geometry, with properties calculated with the ωB97M-V functional and the def2-TZVPD basis.

Last column: Löwdin charge in e.
Cartesian coordinates (Å):
C -0.08221 1.44052 -1.28466  0.07
C 3.25689 0.28278 0.57931  0.00
C -0.78964 -1.20085 -0.72811  -0.01
C -0.75375 -0.36949 1.68683  0.03
C -2.52290 0.19302 0.12243  0.03
N -0.38976 1.12614 -0.10717  0.06
N -1.04695 -0.08624 0.18432  -0.39
H 0.08903 0.88259 -2.10923  0.06
H 4.18386 0.64236 0.62328  -0.02
H 0.17394 2.48252 -1.38758  0.11
H 2.87038 0.19339 1.58832  0.03
H 2.59541 0.88081 0.10674  -0.04
H 3.24784 -0.68759 0.13131  0.03
H 0.25120 -1.68406 -0.48437  0.15
H -1.43061 -2.07369 -0.50191  0.12
H -0.77652 -0.83273 -1.74207  0.09
H -0.79550 0.68542 2.11085  0.13
H -1.45639 -1.12050 2.22808  0.15
H 0.26468 -0.75623 1.79189  0.09
H -3.07506 -0.68265 -0.25750  0.12
H -2.87934 0.57718 1.01139  0.07
H -2.60769 1.07277 -0.59104  0.13

Calculated values
Orbital gap ... 11.76 eV
LUMO energy ... -3.8125 eV
2S+1 ... 1
Total charge ... +1
HOMO level ... -0.5722 hartree
Strongest force on any atom ... 4.1 eV Å⁻¹
Energy relative to the best compared isomer or geometry (same formula, charge and spin) ... 391.72 kJ/mol

=====

(2)
Below is C5H11NO in the gas phase at a distorted geometry, with properties calculated with the ωB97M-V functional and the def2-TZVPD basis.

Last column: Löwdin charge in e.
Cartesian coordinates (Å):
C -0.33919 -1.30813 -1.19286  -0.06
C 0.18873 0.04108 -0.69617  -0.40
C -0.20005 1.17312 -1.70506  -0.08
C -0.43718 0.45416 0.64981  -0.13
C -0.00826 -0.48474 1.76730  -0.55
N 1.09191 -0.02412 2.45087  0.15
O -0.50333 -1.56749 1.97848  0.06
H -1.39864 -1.33672 -0.93210  0.08
H -0.20602 -1.43505 -2.25868  0.08
H 0.10419 -2.06182 -0.54991  0.07
H 1.27287 0.09304 -0.60306  0.13
H -0.24290 2.15789 -1.24210  0.06
H -1.14599 0.98236 -2.20647  0.07
H 0.58040 1.26186 -2.46908  0.07
H -0.29527 1.49726 0.92229  0.11
H -1.52521 0.37472 0.52577  0.13
H 1.39769 -0.62147 3.19310  0.09
H 1.66625 0.80407 2.36788  0.10

Calculated values
Orbital gap ... 10.65 eV
LUMO energy ... 0.9114 eV
2S+1 ... 1
HOMO level ... -0.3577 hartree
Strongest force on any atom ... 2.1 eV Å⁻¹
SMILES ... CC(C)CC(N)=O
Energy relative to the best compared isomer or geometry (same formula, charge and spin) ... 25.01 kJ/mol